No. 1
{"formula": "C3H3N2O", "method": "the ωB97M-V functional and the def2-TZVPD basis", "elements": ["C", "C", "C", "N", "N", "O", "H", "H", "H"], "xyz": [[-0.7734, -0.2091, -0.1393], [0.1478, 0.9095, 0.3717], [-0.1910, -1.3575, -0.8005], [0.1535, -2.3736, -1.1872], [1.3754, 0.8237, 0.5906], [2.4949, 0.8452, 0.6473], [-1.4085, -0.7486, 0.5941], [-0.3139, 1.8084, 0.5907], [-1.4848, 0.3020, -0.6673]], "nbo_charge": [-0.519, 0.024, 0.198, -0.160, 0.446, 0.073, 0.331, 0.313, 0.293], "homo_ev": -16.6, "e_lumo_ev": -8.36, "total_charge": 1, "e_above_lowest_kj_mol": 438.0, "energy_ha": -300.40258, "homo_lumo_gap_ev": 8.28, "mol_weight_g_mol": 83.1}


No. 2
{"formula": "C7H12CuLiO4", "method": "the ωB97M-V functional and the def2-TZVPD basis", "elements": ["C", "C", "O", "Cu", "H", "H", "H", "H", "H", "C", "C", "H", "H", "H", "O", "C", "O", "O", "C", "C", "Li", "H", "H", "H", "H"], "xyz": [[-1.4165, -0.8795, -2.4472], [-1.1240, -2.3318, -2.0565], [0.0707, -2.4803, -1.3581], [1.4205, -4.3125, -1.6240], [-2.1777, -0.8516, -3.2519], [0.7919, -0.4700, -0.2769], [-0.4890, -0.4574, -2.8788], [-1.1429, -2.9199, -3.0009], [-2.0135, -2.7208, -1.5046], [-1.8549, 0.0168, -1.3130], [-2.5076, -0.4360, -0.2000], [-2.0009, 1.0722, -1.5844], [-2.9664, 0.2950, 0.4750], [-2.1185, -1.3266, 0.3156], [3.4629, 2.5647, 3.3274], [2.3061, 2.1919, 3.0045], [1.3400, 2.1837, 3.8099], [2.1284, 1.8537, 1.7227], [0.9311, 1.1543, 1.3683], [1.0291, 0.7070, -0.0734], [2.6598, 2.8636, 5.0849], [0.0738, 1.8280, 1.5125], [0.8023, 0.2985, 2.0471], [2.0864, 0.6249, -0.3677], [0.7089, 1.5319, -0.7303]], "nbo_charge": [-0.476, -0.041, -1.034, -0.035, 0.196, 0.315, 0.205, 0.111, 0.109, -0.108, -0.470, 0.169, 0.172, 0.214, -0.854, 0.959, -0.870, -0.519, -0.073, -0.699, 0.950, 0.174, 0.183, 0.220, 0.203], "homo_ev": [-1.8, -3.8], "e_lumo_ev": [0.94, 0.94], "s_squared": 0.753, "total_charge": -1, "e_above_lowest_kj_mol": 33.1, "energy_ha": -2222.86084, "homo_lumo_gap_ev": [2.78, 4.71], "multiplicity": 2, "mol_weight_g_mol": 230.7}


No. 3
{"formula": "C54H135ClN9O22", "method": "the ωB97M-V functional and the def2-TZVPD basis", "elements": ["Cl", "O", "O", "O", "O", "C", "O", "C", "C", "N", "C", "C", "O", "C", "H", "H", "H", "H", "H", "H", "H", "H", "H", "H", "H", "H", "H", "H", "H", "C", "O", "C", "C", "N", "C", "C", "O", "C", "H", "H", "H", "H", "H", "H", "H", "H", "H", "H", "H", "H", "H", "H", "H", "C", "O", "C", "C", "N", "C", "C", "O", "C", "H", "H", "H", "H", "H", "H", "H", "H", "H", "H", "H", "H", "H", "H", "H", "C", "O", "C", "C", "N", "C", "C", "O", "C", "H", "H", "H", "H", "H", "H", "H", "H", "H", "H", "H", "H", "H", "H", "H", "C", "O", "C", "C", "N", "C", "C", "O", "C", "H", "H", "H", "H", "H", "H", "H", "H", "H", "H", "H", "H", "H", "H", "H", "C", "O", "C", "C", "N", "C", "C", "O", "C", "H", "H", "H", "H", "H", "H", "H", "H", "H", "H", "H", "H", "H", "H", "H", "C", "O", "C", "C", "N", "C", "C", "O", "C", "H", "H", "H", "H", "H", "H", "H", "H", "H", "H", "H", "H", "H", "H", "H", "C", "O", "C", "C", "N", "C", "C", "O", "C", "H", "H", "H", "H", "H", "H", "H", "H", "H", "H", "H", "H", "H", "H", "H", "C", "O", "C", "C", "N", "C", "C", "O", "C", "H", "H", "H", "H", "H", "H", "H", "H", "H", "H", "H", "H", "H", "H", "H"], "xyz": [[0.1881, -0.0011, 0.1419], [-0.9402, -0.6153, -0.5165], [0.0908, 1.4182, -0.1136], [0.1678, -0.2898, 1.5476], [1.3975, -0.4419, -0.4597], [-9.5290, -5.8467, -2.5173], [-8.1683, -5.4372, -2.7372], [-7.9088, -4.0354, -2.7068], [-6.5608, -3.8387, -3.3936], [-6.7626, -3.7554, -4.8555], [-5.4597, -3.6025, -5.5034], [-5.4844, -3.6909, -7.0119], [-4.2304, -3.4470, -7.5551], [-4.0721, -3.9347, -8.8966], [-10.2555, -5.3822, -3.1841], [-9.8551, -5.5235, -1.5287], [-9.6152, -6.9285, -2.6189], [-7.8513, -3.7904, -1.6462], [-8.6565, -3.3770, -3.1489], [-5.8979, -4.6790, -3.1874], [-6.0968, -2.9330, -3.0033], [-7.2204, -4.5447, -5.2886], [-4.7391, -4.3256, -5.1212], [-4.9858, -2.6453, -5.2857], [-6.1251, -2.8754, -7.3474], [-5.9858, -4.6243, -7.2678], [-2.9956, -3.8937, -9.0626], [-4.4342, -3.2384, -9.6529], [-4.3875, -4.9634, -9.0710], [-10.1843, 3.3013, 3.3348], [-8.8783, 2.8197, 3.4400], [-8.6789, 1.5601, 2.7189], [-7.2455, 1.1109, 3.0418], [-7.1211, 0.6413, 4.3991], [-5.6667, 0.4471, 4.5971], [-5.4480, 0.2406, 6.1227], [-5.9829, 1.4289, 6.8070], [-6.0921, 1.1893, 8.1883], [-10.3428, 4.1394, 4.0134], [-10.9231, 2.5911, 3.7062], [-10.5129, 3.5314, 2.3213], [-8.8728, 1.6587, 1.6508], [-9.4175, 0.9013, 3.1755], [-6.6363, 2.0079, 2.9312], [-6.8877, 0.4244, 2.2745], [-7.4709, 1.3279, 5.0521], [-5.0844, 1.3261, 4.3205], [-5.2815, -0.4088, 4.0431], [-4.3710, 0.1674, 6.2739], [-5.9142, -0.7078, 6.3895], [-6.7275, 1.9111, 8.7017], [-5.1227, 1.1326, 8.6834], [-6.6011, 0.2508, 8.4080], [12.8695, -4.3520, 4.7071], [11.5237, -4.7697, 4.8986], [10.7117, -3.7812, 5.5273], [9.3349, -4.4504, 5.6678], [8.6793, -4.3195, 4.3671], [7.3162, -4.7837, 4.3331], [6.8274, -5.1016, 2.9429], [7.6813, -6.0843, 2.3281], [7.2102, -6.4411, 1.0232], [13.0485, -3.3801, 4.2474], [13.2837, -5.1425, 4.0814], [13.3964, -4.3993, 5.6601], [10.6518, -2.8557, 4.9546], [11.1166, -3.5430, 6.5109], [8.8305, -3.8305, 6.4089], [9.4525, -5.4738, 6.0241], [9.2800, -4.7401, 3.6726], [6.6099, -4.0532, 4.7276], [7.1210, -5.6214, 5.0027], [6.7035, -4.1984, 2.3453], [5.8336, -5.5366, 3.0489], [6.1556, -6.7102, 1.0812], [7.7367, -7.2895, 0.5859], [7.4621, -5.5560, 0.4389], [-7.9492, 13.5837, 2.2012], [-7.3507, 12.4060, 2.6646], [-8.1466, 11.2584, 2.3352], [-7.5586, 9.9028, 2.8043], [-6.3541, 9.5444, 2.0164], [-5.6139, 8.4008, 2.5120], [-4.4236, 8.1016, 1.6545], [-3.3673, 9.0714, 1.5097], [-2.8938, 9.6633, 2.7338], [-7.8871, 13.6006, 1.1131], [-7.3296, 14.3843, 2.6054], [-8.9980, 13.7324, 2.4579], [-8.2935, 11.2586, 1.2552], [-9.1654, 11.3011, 2.7205], [-8.2575, 9.0791, 2.6593], [-7.3502, 10.0144, 3.8684], [-5.7778, 10.2935, 1.6603], [-6.2943, 7.5548, 2.6099], [-5.2759, 8.5174, 3.5417], [-4.8792, 7.8300, 0.7022], [-4.0057, 7.1329, 1.9282], [-2.6112, 8.9973, 3.5490], [-3.6103, 10.3465, 3.1899], [-1.9194, 10.1098, 2.5357], [0.9155, -9.3533, -4.9731], [1.6248, -8.1754, -4.6681], [0.9042, -7.0672, -5.1272], [1.8343, -5.7944, -5.0684], [3.0500, -5.9510, -5.8896], [2.7192, -6.0215, -7.3430], [3.9343, -6.7948, -7.8932], [4.1212, -8.0342, -7.2185], [3.2114, -9.0306, -7.5019], [0.1194, -9.5355, -4.2512], [1.4212, -10.3173, -5.0287], [0.3959, -9.3257, -5.9309], [0.0979, -6.9550, -4.4024], [0.3236, -7.0398, -6.0493], [2.0552, -5.6459, -4.0114], [1.2794, -4.9162, -5.3983], [3.5095, -6.8448, -5.7897], [2.5973, -5.0898, -7.8953], [1.8537, -6.6257, -7.6151], [4.8449, -6.1995, -7.8257], [3.7533, -6.9131, -8.9615], [2.1956, -8.6467, -7.4071], [3.3059, -9.7737, -6.7101], [3.4767, -9.4962, -8.4511], [-3.1215, -14.2228, -3.0818], [-3.4582, -13.1512, -2.2334], [-4.8215, -13.1238, -1.8383], [-5.1554, -11.7152, -1.2951], [-4.5119, -11.3845, -0.0299], [-4.7974, -9.9877, 0.3815], [-3.8543, -9.6458, 1.5279], [-2.5818, -9.4740, 0.9736], [-2.2663, -8.1293, 0.7012], [-3.7782, -14.3865, -3.9362], [-2.9952, -15.1775, -2.5714], [-2.1154, -14.1022, -3.4835], [-4.9180, -13.8469, -1.0284], [-5.4528, -13.3976, -2.6837], [-6.2274, -11.7747, -1.1067], [-4.9654, -10.9498, -2.0475], [-3.5402, -11.3926, -0.3052], [-5.8465, -9.9236, 0.6702], [-4.7544, -9.3834, -0.5247], [-3.8878, -10.4547, 2.2578], [-4.2334, -8.8403, 2.1569], [-1.3551, -7.9185, 0.1413], [-2.2501, -7.6042, 1.6562], [-3.0107, -7.5936, 0.1122], [7.8936, 0.6054, -2.2575], [6.8079, 0.7875, -3.2242], [6.6612, -0.3862, -3.9777], [6.2011, -0.0422, -5.4052], [4.7916, 0.4367, -5.3835], [4.2048, 0.9415, -6.6791], [2.6996, 1.1385, -6.4930], [2.4712, 2.1674, -5.5215], [1.1248, 2.5126, -5.3282], [7.6227, -0.1473, -1.5172], [8.1859, 1.4954, -1.7003], [8.7862, 0.2194, -2.7498], [5.9915, -1.0594, -3.4425], [7.5802, -0.9686, -4.0445], [6.2269, -0.9927, -5.9382], [6.8843, 0.6515, -5.8952], [4.2949, -0.4356, -5.2717], [4.4455, 0.1233, -7.3578], [4.6589, 1.7889, -7.1929], [2.1923, 0.2550, -6.1057], [2.1900, 1.3712, -7.4280], [0.9695, 3.1855, -4.4849], [0.5427, 1.5974, -5.2209], [0.7185, 3.0415, -6.1903], [6.4769, 10.8395, 4.0501], [5.9603, 10.0920, 5.1592], [5.4476, 10.9103, 6.2339], [4.9536, 10.0581, 7.4424], [3.5799, 9.6131, 7.2173], [3.2208, 8.5745, 8.1826], [1.9409, 7.8032, 7.8343], [2.2296, 7.0166, 6.7404], [1.1777, 6.1369, 6.4055], [6.9044, 10.2329, 3.2517], [7.2600, 11.5246, 4.3747], [5.6843, 11.4017, 3.5561], [4.7061, 11.6333, 5.8939], [6.2620, 11.5410, 6.5904], [5.0250, 10.6085, 8.3805], [5.7174, 9.2878, 7.5485], [3.5300, 9.2584, 6.2729], [2.9967, 9.1741, 9.0649], [4.0404, 7.8770, 8.3552], [1.1501, 8.5173, 7.6046], [1.6321, 7.1735, 8.6687], [0.2495, 6.7036, 6.3325], [1.1003, 5.3294, 7.1335], [1.4423, 5.8106, 5.3997], [5.1714, 3.1274, 1.4875], [4.8263, 4.3098, 0.7479], [4.1895, 5.3503, 1.5066], [4.2669, 6.7287, 0.8438], [3.3892, 6.7124, -0.3056], [3.4702, 7.9469, -1.0767], [2.6797, 7.7615, -2.3309], [3.3974, 6.8527, -3.1727], [3.2928, 7.0467, -4.5741], [4.3969, 2.7591, 2.1602], [6.0760, 3.2838, 2.0752], [5.2849, 2.2775, 0.8146], [4.7509, 5.4841, 2.4312], [3.1466, 5.1323, 1.7365], [5.3045, 6.9411, 0.5859], [4.0685, 7.5029, 1.5849], [2.4705, 6.7530, 0.1120], [4.4792, 8.1603, -1.4294], [3.1753, 8.8246, -0.5015], [2.5132, 8.7511, -2.7564], [1.7338, 7.2670, -2.1097], [2.2541, 7.0995, -4.9002], [3.7377, 6.2087, -5.1106], [3.7601, 8.0204, -4.7208]], "mulliken_charge": [1.603, -0.664, -0.659, -0.656, -0.626, -0.762, -0.274, -0.699, -0.502, -0.307, -0.612, -0.476, -0.284, -0.736, 0.305, 0.303, 0.241, 0.422, 0.353, 0.357, 0.385, 0.230, 0.304, 0.265, 0.294, 0.326, 0.261, 0.291, 0.313, -0.807, -0.261, -0.730, -0.533, -0.428, -0.672, -0.672, -0.291, -0.798, 0.257, 0.315, 0.305, 0.461, 0.349, 0.335, 0.404, 0.311, 0.366, 0.379, 0.433, 0.385, 0.266, 0.298, 0.328, -0.765, -0.289, -0.643, -0.640, -0.275, -0.724, -0.567, -0.331, -0.686, 0.302, 0.245, 0.290, 0.348, 0.471, 0.375, 0.343, 0.282, 0.291, 0.362, 0.380, 0.426, 0.282, 0.223, 0.300, -0.746, -0.300, -0.709, -0.545, -0.287, -0.557, -0.739, -0.344, -0.709, 0.323, 0.238, 0.298, 0.378, 0.458, 0.341, 0.293, 0.264, 0.403, 0.319, 0.371, 0.411, 0.312, 0.247, 0.283, -0.948, -0.317, -0.493, -0.831, -0.436, -0.429, -0.623, -0.428, -0.530, 0.350, 0.310, 0.366, 0.518, 0.327, 0.359, 0.367, 0.451, 0.421, 0.128, 0.327, 0.398, 0.238, 0.165, 0.310, -0.797, -0.258, -0.593, -0.696, -0.432, -0.507, -0.598, -0.325, -0.762, 0.301, 0.311, 0.256, 0.298, 0.428, 0.377, 0.394, 0.287, 0.382, 0.313, 0.325, 0.418, 0.283, 0.308, 0.286, -0.798, -0.268, -0.546, -0.804, -0.221, -0.820, -0.594, -0.216, -0.769, 0.307, 0.275, 0.346, 0.344, 0.415, 0.409, 0.313, 0.206, 0.394, 0.407, 0.362, 0.401, 0.253, 0.312, 0.294, -0.747, -0.286, -0.756, -0.620, -0.399, -0.634, -0.613, -0.253, -0.694, 0.259, 0.307, 0.299, 0.392, 0.486, 0.375, 0.338, 0.277, 0.347, 0.360, 0.366, 0.418, 0.302, 0.272, 0.200, -0.771, -0.281, -0.459, -0.847, -0.193, -0.753, -0.565, -0.264, -0.756, 0.323, 0.295, 0.246, 0.383, 0.289, 0.405, 0.401, 0.210, 0.339, 0.468, 0.445, 0.271, 0.282, 0.198, 0.339], "homo_ev": -5.3, "e_lumo_ev": 1.75, "total_charge": -1, "e_above_lowest_kj_mol": 337.8, "energy_ha": -4745.90098, "homo_lumo_gap_ev": 7.10, "mol_weight_g_mol": 1298.2}